1.
C21H26BN5OPdSi as an isolated structure in a non-equilibrium geometry. Source: the OMol25 dataset; level of theory: ωB97M-V with the def2-TZVPD basis set.

```
56
Properties=species:S:1:pos:R:3:forces:R:3:mulliken_charge:R:1
Pd -0.124713 0.607890 0.361600 -0.01 -1.15 0.40 0.678
Si -3.238436 1.256262 0.193140 -0.10 0.27 -0.07 -0.219
O 0.099459 -1.721483 -0.035811 -1.13 -0.36 -0.25 0.040
N 1.500800 2.753256 -0.689353 -0.19 0.13 -0.07 -0.189
N 1.754012 0.673185 1.184736 0.09 -0.25 -0.68 -0.620
N -2.035039 0.030117 0.054330 0.46 -0.86 -0.40 0.336
N 2.750799 0.788231 0.283849 0.17 0.09 0.27 0.603
N 0.214133 2.445426 -0.396677 -0.07 0.29 0.12 0.010
C 2.163166 -4.581498 0.949007 0.00 0.00 -0.01 -0.746
C 2.175851 -0.171912 2.138117 -0.09 0.17 0.05 -0.400
C 1.105466 -2.684958 -0.041974 0.35 0.30 0.32 -0.734
C -4.974569 0.656291 0.592363 -0.04 0.17 0.11 -1.357
C -2.544954 -3.906536 -1.478365 -0.13 0.33 0.08 -0.763
C -1.161631 -2.202760 -0.510054 0.36 0.71 0.20 0.849
C 3.791688 0.054244 0.672137 -0.04 0.12 0.11 -0.425
C 3.131881 -4.550997 -0.047350 -0.01 -0.02 0.02 -0.462
C -2.733896 2.327786 1.667356 -0.34 -0.01 -0.22 -1.017
C -0.483523 3.587643 -0.373777 0.45 -0.14 -0.12 -0.361
C -3.601648 -3.004948 -1.488211 0.17 -0.07 0.04 -1.017
C 3.470708 -0.579287 1.867127 0.08 -0.04 -0.04 -0.648
C 1.592298 4.074687 -0.872905 0.10 -0.07 0.00 -0.204
C 2.063467 -2.631775 -1.033950 0.03 0.04 0.00 0.285
C 0.350908 4.651382 -0.686969 -0.04 0.08 0.00 -1.333
C 1.141916 -3.645442 0.955786 0.06 0.11 0.05 0.252
C -3.429975 -1.709085 -1.019179 0.08 -0.08 -0.03 -0.093
C -1.313668 -3.489226 -0.981738 -0.11 -0.09 -0.12 -0.605
C 3.081247 -3.578108 -1.033624 0.02 0.06 0.00 -0.779
C -3.302272 2.146377 -1.469001 -0.24 0.10 0.22 -1.105
C -2.210010 -1.255444 -0.498755 0.33 0.57 0.20 0.208
B 2.651298 1.735940 -0.957056 -0.05 -0.02 -0.05 0.351
H -5.543330 1.509849 0.974895 0.04 0.01 0.03 0.367
H 2.203381 -5.336581 1.723136 0.00 0.00 0.00 0.421
H 0.375763 -3.647582 1.720501 -0.01 -0.01 -0.01 0.449
H 1.533875 -0.415008 2.969406 -0.03 -0.04 -0.04 0.469
H -4.568187 -3.306376 -1.871373 0.00 0.02 -0.01 0.384
H 4.700612 0.050525 0.094210 0.01 0.00 0.01 0.460
H -3.911823 3.054821 -1.445335 0.03 0.00 -0.01 0.346
H -4.263161 -1.024938 -1.040560 0.02 -0.06 -0.08 0.212
H 2.541885 4.510586 -1.130262 0.00 0.00 -0.02 0.417
H -0.472475 -4.165743 -0.985259 -0.04 -0.04 -0.03 0.360
H 3.840607 -3.546254 -1.803941 -0.01 0.00 -0.01 0.423
H 2.456629 1.089665 -1.958499 -0.16 -0.03 0.03 -0.168
H -2.994420 1.805048 2.590583 0.00 -0.06 -0.03 0.337
H 3.927402 -5.284392 -0.049459 0.00 0.00 0.00 0.411
H 0.088450 5.691490 -0.759003 0.00 0.00 0.00 0.437
H -1.673172 2.556053 1.703412 0.07 -0.01 0.07 0.327
H 2.013046 -1.848325 -1.779446 -0.02 -0.01 -0.02 0.458
H -1.523766 3.595183 -0.131738 -0.16 0.00 0.02 0.611
H -3.760497 1.470449 -2.196136 0.01 -0.03 0.01 0.401
H -5.526218 0.277076 -0.266729 -0.01 -0.02 0.02 0.426
H -2.664409 -4.909637 -1.863433 0.01 0.00 0.02 0.397
H -3.291472 3.270064 1.664053 0.04 0.01 0.02 0.369
H 4.091517 -1.233850 2.451445 0.02 -0.01 0.02 0.469
H -2.311963 2.401365 -1.841019 0.01 -0.03 -0.03 0.409
H -4.969071 -0.103121 1.376631 0.00 -0.06 -0.04 0.418
H 3.662334 2.385976 -1.023380 0.04 -0.04 -0.04 -0.144
```
Forces are in eV/Å.

Summary:
DFT total energy: -43732.1096 eV
2S+1: 1
energy above the lowest of the compared OMol25 structures with the same formula, charge and spin: 22.51 kcal per mole

***

2.
C21H26Br34NO as an isolated structure in a non-equilibrium geometry. Source: the OMol25 dataset; level of theory: ωB97M-V with the def2-TZVPD basis set.

```
83
Properties=species:S:1:pos:R:3:forces:R:3:mulliken_charge:R:1
Br 1.860970 -8.955513 -6.610666 -0.08 -0.02 0.09 0.006
Br 0.806660 6.653027 -1.963294 0.07 -0.11 -0.02 -0.001
Br 5.939973 9.926363 6.455623 0.17 0.09 -0.22 0.023
Br -1.182780 -4.152951 3.674151 0.00 -0.07 -0.10 0.001
Br 1.561415 2.251277 0.718881 0.65 0.30 0.78 0.034
Br 3.927752 9.143011 9.906900 0.07 -0.09 -0.05 -0.018
Br -3.881570 -4.298384 -0.657624 -0.47 0.16 -0.39 -0.082
Br -2.465046 -6.202398 -5.638800 0.01 0.03 -0.01 0.035
Br 1.439970 3.852194 -3.358725 0.02 0.04 0.11 -0.027
Br -0.096976 -5.893114 1.231744 -0.05 0.05 -0.02 -0.015
Br 7.222486 5.886973 1.979263 -0.05 -0.04 0.11 -0.046
Br 4.094946 -0.793893 -7.024755 -0.10 -0.08 0.14 0.024
Br 6.292230 7.132313 10.653756 -0.10 0.03 -0.10 0.000
Br 3.773006 5.477405 -1.907509 -0.13 -0.05 -0.01 0.010
Br 0.663560 -11.376492 -4.912593 0.00 0.15 -0.01 0.000
Br -4.911649 -4.175966 -5.474934 -0.14 -0.06 -0.12 0.039
Br -1.905623 -7.255793 3.476654 0.07 0.13 -0.08 -0.009
Br 5.672653 6.113269 4.761526 0.05 -0.07 -0.23 0.052
Br -9.338356 -1.688932 1.520120 -0.01 -0.04 -0.10 -0.008
Br 7.383249 9.411230 3.646965 -0.01 0.03 0.09 -0.024
Br 2.540490 4.765699 2.425892 0.10 -0.14 -0.13 0.024
Br 1.825204 3.511947 5.981750 0.02 -0.03 0.09 -0.041
Br 4.583467 1.922582 6.165736 -0.07 0.09 0.02 -0.034
Br 4.420562 2.193313 2.132537 -0.15 0.00 -0.10 -0.044
Br 4.159820 -1.160482 -3.856616 -0.09 -0.03 -0.07 -0.008
Br -10.043183 -1.085073 -1.529742 -0.04 -0.05 0.08 -0.003
Br 0.199495 -8.372911 -3.950742 -0.02 0.00 -0.02 -0.033
Br 3.289864 3.169912 8.802347 -0.02 0.00 -0.15 -0.045
Br 8.031063 3.994218 4.420092 -0.09 0.08 -0.05 -0.012
Br 8.712692 11.357316 5.792408 -0.09 -0.06 -0.03 -0.013
Br -9.488937 -4.081034 -0.586480 -0.01 0.09 0.03 -0.017
Br 1.935208 -2.655695 -5.592351 -0.07 -0.06 -0.04 -0.034
Br 4.843283 6.910804 7.824786 -0.06 -0.12 0.33 0.082
Br -3.108422 -4.277439 -8.103825 -0.03 -0.04 0.15 0.017
O -5.411830 0.048863 -2.626606 0.45 -0.46 -0.34 -0.597
N -1.235491 -2.544476 -3.072793 0.46 0.79 0.65 0.221
C 3.513996 3.348683 6.898052 0.14 0.03 0.05 0.443
C -3.127226 -2.769436 -1.598221 2.50 0.51 0.79 1.363
C 0.660433 -1.653663 -1.781137 -0.58 1.00 -0.08 0.294
C -5.156334 -1.339371 -2.354948 -0.77 0.37 0.97 0.764
C -3.839400 -5.282746 -6.635124 0.10 0.03 -0.08 -0.352
C -1.531845 -5.641645 2.501267 -0.09 -0.04 0.11 0.005
C 7.064251 10.668262 5.070301 0.00 0.11 0.06 -0.327
C 2.611467 2.850101 2.233036 0.01 0.24 0.11 -0.278
C -2.593439 -3.133356 -2.999325 0.15 -0.27 -0.70 -0.952
C 6.604357 4.944832 3.543318 0.04 -0.04 0.02 0.602
C -6.381543 -1.890615 -1.594539 0.31 -0.14 -0.14 -1.060
C 0.429816 -9.549338 -5.466569 0.04 -0.10 -0.09 -0.302
C 4.642946 7.367005 9.689821 -0.05 0.01 0.11 -0.354
C -3.853069 -1.418954 -1.538546 -0.35 -0.58 -0.95 -1.742
C 0.223884 0.912638 -1.138585 -1.19 -0.73 -0.79 0.045
C 3.747197 -1.977643 -5.553095 0.20 0.18 -0.01 -0.368
C -10.178358 -2.351032 -0.083591 0.03 0.03 -0.01 -0.318
C 0.464299 -0.242354 -1.360182 0.01 -0.25 -0.28 -0.918
C -1.742499 -2.527457 -0.870200 0.41 0.97 0.75 -0.563
C -0.728912 -2.228089 -1.935440 -0.41 -0.69 0.31 0.134
C 1.893423 5.063827 -1.921089 0.05 0.10 0.04 0.203
H -0.706157 -2.384433 -3.923971 -0.21 -0.21 -0.25 0.080
H 3.924263 6.677483 10.110652 0.01 0.01 -0.03 0.321
H 1.675300 4.552324 -0.993793 0.01 0.00 -0.02 -0.206
H -0.294286 1.846758 -1.067972 0.43 0.06 0.05 0.634
H -11.229472 -2.477699 0.134489 0.02 -0.01 0.00 0.341
H 5.889818 4.207847 3.206552 -0.01 0.03 0.01 -0.560
H 6.530564 11.504617 4.641491 0.01 -0.02 0.01 0.341
H -3.989274 -1.084891 -0.502876 -0.18 -0.29 -0.08 0.489
H 2.165338 2.421993 3.121918 0.02 0.01 -0.01 0.314
H -6.143623 -2.751920 -0.964032 -0.03 0.14 -0.08 0.216
H -3.153109 -0.697529 -1.996409 -0.05 -0.17 0.04 0.585
H -7.167252 -2.204818 -2.286218 0.08 0.18 0.07 0.340
H -6.773433 -1.079791 -0.973723 0.00 -0.21 0.02 0.257
H -2.373683 -4.202979 -3.083516 -0.76 0.04 -0.24 0.249
H -0.482357 -9.503104 -6.044948 0.01 0.02 0.03 0.313
H -2.418513 -5.397390 1.932657 0.03 0.00 -0.01 0.005
H -5.018286 0.529709 -1.892134 -0.24 0.31 -0.04 0.397
H 1.249527 -2.186213 -1.029384 -0.08 -0.21 -0.24 0.384
H -1.788089 -1.648721 -0.209344 -0.10 -0.13 -0.10 0.442
H 4.055500 4.270510 6.727141 -0.01 -0.02 0.00 -0.366
H -4.493371 -6.034797 -7.054900 -0.01 0.01 0.05 0.346
H -1.394276 -3.320094 -0.195606 0.00 -0.18 -0.41 0.013
H 4.401798 -2.830836 -5.665896 -0.08 -0.04 0.03 0.402
H -3.156136 -2.732188 -3.848429 -0.07 -0.43 0.30 0.413
H -5.070583 -1.858076 -3.316894 0.21 0.22 0.08 -0.121
H 1.139773 -1.635849 -2.771588 0.19 -0.29 0.39 -0.401
```
Forces are in eV/Å.

Summary:
DFT total energy: -2407168.6118 eV
net charge: +1
2S+1: 1

***

3.
C21H26Cl2F6N3OPdSbSi2 as an isolated structure. Source: the OMol25 dataset; level of theory: ωB97M-V with the def2-TZVPD basis set.

```
63
Properties=species:S:1:pos:R:3:forces:R:3:mulliken_charge:R:1
Sb 0.821666 1.444904 3.840303 -0.03 -0.03 0.03 2.282
Pd 0.262845 -0.235261 -0.127823 -0.09 -0.10 0.17 0.363
Cl -4.865411 -5.055038 -0.073211 -0.01 -0.02 0.00 -0.297
Cl -1.271291 -3.534832 -3.769675 0.01 0.02 0.01 -0.252
Si 2.671796 -2.396990 0.837594 0.01 0.12 -0.05 -0.220
Si 0.121912 2.521711 -1.576661 0.18 0.06 -0.01 -0.020
F 2.647139 0.966023 3.807923 -0.04 0.01 -0.02 -0.569
F 0.395775 -0.264787 4.543053 -0.01 0.04 -0.03 -0.589
F 0.604141 0.677837 2.087157 0.06 0.04 -0.04 -0.306
F 0.975657 2.183712 5.565664 0.02 -0.01 -0.02 -0.547
F 1.215837 3.099501 3.023256 0.00 -0.02 0.04 -0.568
F -1.033308 1.841042 3.792847 0.04 -0.02 -0.02 -0.591
O -0.442120 -1.533246 -1.721415 0.07 0.02 -0.07 -0.714
N -1.462738 -1.272820 0.775638 -0.02 0.02 -0.05 0.536
N 1.280797 1.286392 -1.182194 -0.09 -0.12 0.02 0.678
N 2.264434 -0.956347 -0.083528 0.08 -0.06 0.01 0.679
C -2.985441 -4.138586 -1.774518 0.01 0.00 -0.01 -0.618
C 3.209367 -3.757755 -0.337895 -0.02 -0.02 0.00 -1.119
C 3.099381 -0.186919 -0.773334 -0.01 -0.02 -0.03 0.628
C -3.545211 -4.011878 -0.535553 0.01 0.04 0.03 0.641
C 3.988534 -2.019187 2.114329 -0.03 -0.03 0.03 -0.930
C -1.390216 -2.315263 -1.363668 -0.06 -0.01 0.05 0.023
C 4.481023 -0.477951 -0.980759 0.01 -0.01 0.03 -0.530
C -1.204145 1.721654 -2.626342 -0.06 0.07 -0.03 -0.916
C -1.994858 -2.216562 -0.050023 0.02 0.02 0.03 0.159
C -3.059894 -3.041491 0.370671 0.03 -0.02 -0.05 -0.068
C 1.152776 -2.968653 1.753120 0.02 -0.05 0.03 -0.615
C 0.826477 3.983175 -2.530179 -0.01 -0.02 -0.02 -1.262
C -0.590514 3.155904 0.027479 -0.09 0.05 -0.04 -0.840
C 5.290173 0.363829 -1.685886 0.01 0.01 -0.01 -0.952
C 4.777121 1.564499 -2.233963 -0.02 0.00 0.01 -0.674
C -1.944414 -1.100455 1.984469 0.00 -0.03 -0.01 -0.257
C -3.008394 -1.876886 2.475496 0.01 0.02 0.01 -1.106
C -3.556250 -2.838281 1.677382 -0.03 -0.01 0.03 -0.784
C 3.462235 1.890021 -2.075540 -0.02 -0.01 0.01 -0.778
C -1.929904 -3.313907 -2.177718 -0.02 -0.01 -0.04 0.451
C 2.566839 1.038098 -1.361743 -0.01 0.10 -0.02 0.715
H 3.645548 -1.207632 2.761521 0.00 0.00 -0.01 0.220
H 6.334069 0.114056 -1.829931 -0.01 -0.01 0.01 0.386
H -4.371623 -3.454679 2.031624 0.01 0.00 0.00 0.392
H 4.885515 -1.393897 -0.572630 0.00 0.00 0.01 0.176
H -0.764364 1.141402 -3.439661 0.02 0.02 0.00 0.295
H 0.029846 4.709030 -2.716660 0.00 -0.02 0.01 0.368
H -3.357101 -4.884368 -2.464037 0.00 0.00 0.01 0.451
H 0.185777 3.536955 0.693664 0.01 0.01 -0.02 0.200
H 4.130067 -3.520341 -0.873626 -0.01 0.00 0.01 0.328
H -3.368311 -1.703907 3.479793 0.00 0.01 0.00 0.474
H 4.147099 -2.903347 2.739357 0.01 0.02 0.00 0.350
H 0.350633 -3.283665 1.082625 0.01 0.02 0.00 0.078
H 1.613411 4.493241 -1.970645 -0.01 -0.01 0.01 0.339
H -1.837266 1.039687 -2.055301 0.03 -0.01 0.03 0.189
H -1.292986 3.967720 -0.188995 0.01 0.00 0.05 0.400
H -1.845815 2.497276 -3.056466 -0.01 -0.04 -0.01 0.408
H 2.425495 -3.923732 -1.081384 0.01 0.00 0.01 0.328
H 4.951242 -1.728571 1.693396 0.00 0.00 -0.03 0.334
H -1.136588 2.391799 0.586114 0.01 -0.03 -0.03 0.192
H -1.479965 -0.339051 2.596082 0.00 0.01 0.01 0.342
H 1.430884 -3.830311 2.368512 -0.02 0.01 -0.01 0.502
H 3.365997 -4.694647 0.204083 0.00 0.01 0.00 0.358
H 5.434831 2.225421 -2.784772 0.00 0.00 0.00 0.384
H 1.231010 3.680608 -3.498982 -0.01 0.01 0.01 0.330
H 0.775281 -2.193930 2.424391 0.00 0.00 -0.02 0.003
H 3.068665 2.803392 -2.496911 0.03 0.00 -0.01 0.143
```
Forces are in eV/Å.

Summary:
⟨S²⟩: 3.776
DFT total energy: -95849.4600 eV
net charge: -1
2S+1: 4
energy above the lowest of the compared OMol25 structures with the same formula, charge and spin: 0.00 kcal per mole

***

4.
C21H26ClOP2Sm as an isolated structure in a non-equilibrium geometry. Source: the OMol25 dataset; level of theory: ωB97M-V with the def2-TZVPD basis set.

```
52
Properties=species:S:1:pos:R:3:forces:R:3:mulliken_charge:R:1
Sm -1.053727 0.488045 -0.010425 2.84 0.21 1.75 1.046
Cl 1.288782 -0.428708 0.460407 -0.77 0.20 -0.31 -0.454
P 0.414876 3.501894 1.187547 0.27 -0.76 0.07 0.881
P -2.339996 -0.757573 -1.931400 1.96 -1.26 1.41 0.532
O -0.546699 2.293625 1.209625 -0.31 -0.20 -0.55 -0.584
C -0.740207 0.439598 -3.991682 -0.30 -0.24 0.50 -0.381
C -0.602465 5.006771 1.330356 0.53 -0.23 -0.15 -0.976
C -4.865677 -1.345308 -1.353137 0.29 -0.54 -0.02 -0.363
C -3.113174 0.843959 -3.884384 -0.27 -0.82 0.29 -1.113
C -6.063281 -1.009399 0.625508 -0.22 0.40 -0.20 -0.508
C -1.108194 -3.114006 -0.606944 -0.48 -0.01 -0.37 -0.110
C -5.026662 -0.219528 1.124996 0.59 0.73 0.30 -0.795
C -0.378710 -4.928143 -2.033273 0.06 -0.24 -0.42 -0.211
C -0.505613 -4.383477 -0.731266 -0.72 0.16 -0.76 -0.967
C -0.734924 1.209575 -5.150981 0.42 -0.39 0.08 -0.767
C -3.797449 -0.572656 -0.876749 -0.73 0.03 -1.22 1.031
C 1.851379 3.288881 2.330085 -0.14 0.34 0.47 -1.045
C -3.124531 1.476133 -5.104092 0.09 -0.09 -0.09 -0.667
C -6.035401 -1.547348 -0.654546 0.19 0.48 0.31 -0.780
C -1.541605 -2.434154 -1.767896 0.26 -0.08 -1.08 1.081
C -3.916264 0.135636 0.338395 0.37 -0.84 -0.34 -0.486
C -1.977107 0.181518 -3.389077 -1.28 1.24 -0.68 0.803
C -0.692993 -4.236444 -3.236942 -0.18 -0.15 1.41 -0.927
C -1.264349 -2.978376 -3.037160 -0.18 -0.18 -0.33 -0.527
C -1.910870 1.642590 -5.742511 -0.03 -0.28 -0.25 -0.381
C 1.290533 3.728157 -0.389927 -0.32 0.07 0.47 -1.216
H 0.148239 0.031246 -3.523942 0.24 -0.04 -0.43 0.565
H 2.490592 2.414208 2.102378 -0.53 0.42 -0.66 0.327
H -4.699089 -1.856254 -2.281630 -0.19 -0.16 -0.43 0.454
H 2.437446 4.216508 2.186668 -0.06 -0.47 0.24 0.358
H -0.269992 -5.013211 0.156280 -0.12 0.77 -0.83 0.365
H -6.883676 -2.082917 -1.084269 0.35 0.09 0.22 0.460
H -0.592103 -4.713220 -4.249510 -0.05 0.66 1.29 0.375
H -1.326991 5.005857 2.167358 0.90 0.09 -0.12 0.362
H 0.621481 3.859734 -1.252416 0.13 0.33 0.37 0.389
H -5.073164 0.135412 2.151354 -0.22 0.19 -0.25 0.442
H -3.992041 0.782541 -3.266661 -0.58 -0.18 -0.35 0.543
H -4.057538 1.722160 -5.597008 0.07 0.36 0.24 0.417
H 0.179909 5.796965 1.341463 -1.05 0.09 0.22 0.334
H 1.673556 3.136762 3.413525 -0.54 0.50 -0.63 0.372
H 1.998743 2.928210 -0.637573 -0.04 0.20 0.41 0.359
H -1.233025 5.076138 0.414316 0.73 -0.03 0.39 0.342
H -1.603132 -2.397311 -3.877495 0.05 -0.05 -0.45 0.444
H -3.132182 0.901577 0.621407 -1.94 -0.65 0.46 0.430
H -6.972009 -1.110665 1.190776 0.00 -0.20 0.49 0.422
H 1.818732 4.658560 -0.111473 0.11 -0.25 -0.89 0.404
H -1.370013 -2.706335 0.366338 0.22 -0.17 0.13 0.392
H -0.086297 -5.974777 -2.135111 0.22 0.33 0.18 0.383
H -1.897849 2.030724 -6.744097 0.17 0.36 -0.16 0.434
H -3.339222 2.706158 -2.211165 -0.11 0.02 0.36 0.151
H -3.726858 2.546370 -1.586719 0.15 0.16 -0.13 -0.101
H 0.197931 1.387182 -5.659070 0.20 0.04 -0.01 0.459
```
Forces are in eV/Å.

Summary:
⟨S²⟩: 8.905
DFT total energy: -73235.5978 eV
net charge: +2
2S+1: 6
energy above the lowest of the compared OMol25 structures with the same formula, charge and spin: 55.15 kcal per mole